A.
Below is 2 unconnected molecules or ions with the total composition CH7N2, with properties calculated with ωB97M-V/def2-TZVPD.

## Properties
* LUMO level (spin up / spin down): -0.187 / -0.195 Ha

The geometry in ORCA input format:
```
! RIJCOSX wB97M-V def2-TZVPD def2/J DEFGRID3
* xyz 1 1
C 0.21 0.56 -0.02
N 1.22 -0.33 -0.05
N -1.11 -0.26 -0.23
H 0.29 1.26 -0.96
H 0.16 1.28 0.79
H 1.45 -1.03 1.62
H 2.18 0.11 -0.06
H -1.32 -0.41 -1.26
H -1.19 -1.33 -0.05
H -1.88 0.12 0.21
*
```


B.
Below is 2 unconnected molecules or ions with the total composition CH7N2, with properties calculated with ωB97M-V/def2-TZVPD.

## Properties
* LUMO level: -0.188 Ha

The geometry in ORCA input format:
```
! RIJCOSX wB97M-V def2-TZVPD def2/J DEFGRID3
* xyz 1 1
C -1.31 -0.82 -0.99
N -0.32 -1.02 -0.22
H -1.58 0.20 -1.26
H -1.82 -1.66 -1.44
H 0.15 -1.92 -0.28
H 0.13 -0.21 0.33
N 1.04 1.12 0.84
H 0.91 1.25 1.84
H 0.76 2.02 0.45
H 2.04 1.04 0.72
*
```


Here is how they stack up, most stable first: B, A.